# 1
Computed, not measured: a cluster of 6 separate species, C13H27Cl10NO in total, with ωB97M-V with the def2-TZVPD basis set.

CARTESIAN COORDINATES (ANGSTROEM)
C: 1.95928 -1.32478 -5.03630
C: 0.93817 -0.80810 -4.04733
O: 0.74925 -1.39813 -3.02664
N: 0.08498 0.04588 -4.58685
C: -1.06225 0.57838 -3.87652
H: 1.79462 -2.35252 -5.35994
H: 2.93472 -1.27765 -4.55215
H: 2.09143 -0.74696 -5.95105
H: 0.29687 0.49627 -5.46569
H: -0.87640 1.58580 -3.50415
H: -1.45024 -0.10809 -3.12397
H: -1.90856 0.75457 -4.54046
Cl: -0.40274 0.18925 4.62003
C: -0.95995 0.17965 6.37415
C: -1.43392 1.56529 6.93046
Cl: -2.96412 2.09914 6.23497
H: -0.06638 -0.15531 6.90087
H: -1.73683 -0.57334 6.50674
H: -0.64584 2.27757 6.68614
H: -1.60169 1.54304 8.00724
Cl: 3.74707 -3.25074 -1.50271
C: 4.05726 -1.64511 -0.72906
C: 4.26971 -0.50558 -1.81469
Cl: 4.64445 1.13489 -1.17623
H: 5.00892 -1.73996 -0.20614
H: 3.32013 -1.54305 0.06738
H: 3.33573 -0.41803 -2.36977
H: 5.05409 -0.76976 -2.52394
Cl: 0.00131 2.03147 -0.62370
C: 0.73483 0.49494 -0.09808
C: 0.05003 -0.16042 1.12455
Cl: 1.09818 -1.46883 1.80590
H: 1.81014 0.61727 0.03169
H: 0.66312 -0.15806 -0.96788
H: -0.89968 -0.61317 0.83967
H: -0.13657 0.62769 1.85404
Cl: -5.03855 -2.62530 -2.58135
C: -3.32158 -3.13537 -2.87505
C: -2.58662 -3.64848 -1.66384
Cl: -2.50371 -2.46384 -0.36389
H: -2.77442 -2.32837 -3.36237
H: -3.37700 -3.87507 -3.67371
H: -1.52550 -3.82170 -1.84300
H: -2.93535 -4.59812 -1.25803
Cl: -0.87660 5.97639 2.85130
C: -0.80549 4.39025 3.66255
C: -1.14591 3.26242 2.64614
Cl: -2.89254 3.29041 2.22712
H: -1.42788 4.46158 4.55454
H: 0.22777 4.29767 3.99707
H: -0.91418 2.28877 3.07791
H: -0.60145 3.32544 1.70397

Computed properties:
Energy: -5243.09881 a.u.
Expectation value of S²: 0.755
2S+1: 2
Highest occupied orbital energy (alpha / beta): -12.079 / -12.079 eV
Largest force on an atom: 6.662 eV Å⁻¹
Charge: +1
Gap between HOMO and LUMO (alpha / beta): 8.1978 / 2.8478 eV
LUMO (alpha / beta): -3.88 / -9.23 eV

---

# 2
Computed, not measured: a structure of composition C13H27ClFeIN2OP2, with ωB97M-V with the def2-TZVPD basis set.

CARTESIAN COORDINATES (ANGSTROEM)
C: -0.03617 0.64648 -1.92225
C: -0.42373 0.95146 -0.52411
H: 0.14398 1.64016 -2.44959
H: -0.83759 0.14290 -2.49862
H: 0.89454 0.05268 -2.04280
O: -0.87016 2.03819 -0.15711
I: -0.03620 -0.74172 0.69469
Fe: 0.47668 -3.20163 -3.64121
P: 2.48338 -1.08870 -0.91291
C: 3.41014 -0.28428 0.42521
C: 3.36562 -2.72898 -0.97403
H: 4.41187 -2.58417 -0.83023
H: 4.36907 -0.23069 -2.15292
H: 3.12451 -3.21705 -1.91577
H: 3.06487 -0.83417 -3.26982
H: 2.92629 -0.51586 1.37361
H: 2.93557 -3.34624 -0.16597
C: 3.26901 -0.23768 -2.37672
H: 4.42894 -0.67758 0.38384
H: 2.84471 0.75994 -2.48979
H: 3.39808 0.79601 0.25808
P: -2.33280 -1.18799 -0.97510
C: -3.17742 0.09189 0.10035
C: -3.29932 -0.76070 -2.46670
H: -3.06208 -3.49434 -0.89933
H: -4.13097 -2.33435 -0.05190
H: -2.65273 -2.87751 0.73129
C: -3.12187 -2.65216 -0.21770
H: -3.00214 -1.36840 -3.33513
H: -4.34136 -0.95991 -2.19265
H: -4.17370 -0.30731 0.24895
H: -3.12643 1.07244 -0.38908
H: -3.15303 0.28993 -2.65812
H: -2.61496 0.13584 1.04445
Cl: 0.03974 -5.32601 -3.52143
N: -1.80456 0.99490 3.60838
C: -0.62624 1.74658 3.32469
C: -0.43526 3.00031 4.00290
C: 0.45638 3.92851 3.46054
C: 1.07172 3.60643 2.27717
C: 1.01149 2.30055 1.81688
N: 0.17054 1.39263 2.32236
H: -2.14121 0.39002 2.93587
H: -1.86173 0.66348 4.54643
H: -1.02501 3.16766 4.92749
H: 0.68342 4.88042 3.97955
H: 1.71023 4.25529 1.64702
H: 1.59586 2.01273 0.92123

Computed properties:
Energy: -3399.81558 a.u.
Expectation value of S²: 8.767
2S+1: 6
ΔE to the lowest compared entry with this formula, charge and spin: 8.211 eV
Highest occupied orbital energy (alpha / beta): -13.688 / -13.666 eV
Largest force on an atom: 4.680 eV Å⁻¹
Charge: +2
Gap between HOMO and LUMO (alpha / beta): 4.3795 / 4.0704 eV
LUMO (alpha / beta): -9.31 / -9.60 eV

---

# 3
Computed, not measured: a structure of composition C13H27ClIN2OP2Tl, with ωB97M-V with the def2-TZVPD basis set.

CARTESIAN COORDINATES (ANGSTROEM)
C: 0.96741 -1.63036 1.13702
C: -0.22181 -0.76819 1.50694
H: 1.19103 -2.36263 1.93107
H: 1.88608 -1.05499 0.93731
H: 0.71143 -2.17067 0.21985
O: -1.40196 -1.13348 1.51490
I: -0.28304 0.67523 -0.92985
Tl: 4.54571 0.15731 0.30760
P: -0.10422 -0.81706 -2.84900
C: -1.70995 -0.87218 -3.66305
C: 1.17070 -0.17020 -3.93363
H: 1.01641 -0.58277 -4.93960
H: 0.31873 -3.14144 -3.17814
H: 2.16893 -0.45055 -3.57248
H: 1.37121 -2.47817 -1.89050
H: -2.19332 0.11119 -3.60001
H: 1.09424 0.92206 -3.97569
C: 0.35054 -2.47529 -2.30130
H: -1.56137 -1.13730 -4.72119
H: -0.35728 -2.85193 -1.54851
H: -2.36672 -1.61611 -3.18892
P: 0.23957 0.70347 2.58503
C: -1.26613 1.58092 2.96197
C: 0.90633 -0.09119 4.04997
H: 2.42562 1.23736 1.61046
H: 1.80137 2.47741 2.71820
H: 1.14729 2.36741 1.06729
C: 1.51691 1.78053 1.91697
H: 1.87562 -0.55899 3.83083
H: 1.03778 0.66616 4.83319
H: -1.06534 2.25416 3.80740
H: -2.04389 0.85752 3.23974
H: 0.20387 -0.85899 4.40080
H: -1.64127 2.16305 2.10908
Cl: 5.82401 -1.21836 -1.38133
N: -3.06560 2.85221 0.55221
C: -3.91592 1.80056 0.28861
C: -5.25625 1.81899 0.74060
C: -6.02325 0.67200 0.55508
C: -5.42159 -0.45273 -0.01989
C: -4.08073 -0.36944 -0.42121
N: -3.36231 0.74388 -0.31701
H: -2.25689 2.91760 -0.06202
H: -3.47717 3.72360 0.85877
H: -5.63027 2.74139 1.19278
H: -7.06776 0.64110 0.86407
H: -5.95394 -1.38697 -0.16903
H: -3.56139 -1.22353 -0.85513

Computed properties:
Energy: -2308.87344 a.u.
ΔE to the lowest compared entry with this formula, charge and spin: 0.003 eV
Highest occupied orbital energy: -13.344 eV
Largest force on an atom: 2.981 eV Å⁻¹
Charge: +2
Gap between HOMO and LUMO: 6.2191 eV
LUMO: -7.13 eV

---

# 4
Computed, not measured: a cluster of 3 separate species, C13H27F2N9O5PS2 in total, with ωB97M-V with the def2-TZVPD basis set.

CARTESIAN COORDINATES (ANGSTROEM)
C: 2.05610 -4.90288 -1.09612
C: 1.94038 -4.94495 -2.60746
O: 1.13247 -3.87566 -3.20152
N: 1.15285 -2.72655 -2.49932
C: 2.09263 -1.84499 -2.43577
P: 3.70898 -1.84174 -3.31412
S: 3.85412 -0.22625 -4.36678
N: 1.72690 -0.86334 -1.64802
C: 0.50898 -1.14763 -1.26130
N: -0.16183 -0.29861 -0.45896
C: 0.57458 0.88748 -0.04372
O: 1.01627 0.95823 1.06792
N: 0.70481 1.94197 -0.99030
C: 1.99222 2.55417 -0.84816
O: 2.22772 3.49178 -0.13392
F: 2.92781 1.97930 -1.57168
C: -1.51552 -0.43483 0.03421
C: -1.95167 0.71849 0.88824
F: -2.32812 -0.45408 -1.06071
N: 0.09145 -2.31449 -1.75567
C: -1.10540 -3.11619 -1.66918
S: -2.20766 -2.84856 -3.09709
C: -3.84750 -3.25499 -2.41427
C: -3.85332 -4.24339 -1.26113
H: 2.39387 -5.87332 -0.77498
H: 2.76287 -4.14442 -0.79252
H: 1.10280 -4.70938 -0.62523
H: 1.44756 -5.85908 -2.88961
H: 2.91536 -4.93411 -3.06867
H: 4.73490 -2.00227 -2.36665
H: 3.69224 -2.95873 -4.16432
H: 0.70253 1.52513 -1.92240
H: -1.64951 -1.33981 0.60917
H: -2.99547 0.57478 1.10232
H: -1.88339 1.64744 0.33710
H: -1.37830 0.79234 1.79528
H: -0.79422 -4.14738 -1.68220
H: -1.60154 -2.97558 -0.73194
H: -4.44119 -3.65517 -3.21802
H: -4.28657 -2.33073 -2.06915
H: -3.27134 -5.13214 -1.45476
H: -3.45953 -3.81088 -0.35011
H: -4.87703 -4.48884 -1.03324
C: -0.40286 6.06485 1.80654
O: -1.18303 5.51466 2.57330
N: -0.46154 7.40301 1.54389
N: 0.58079 5.37596 1.15898
H: 0.16536 7.87441 0.92127
H: -1.17673 7.93087 2.00703
H: 0.64742 4.39615 1.34615
H: 1.23372 5.78976 0.52320
C: 0.20297 3.46402 6.26426
O: 0.50689 2.63177 7.10082
N: -0.36218 3.12793 5.06387
N: 0.39927 4.80480 6.44960
H: -0.61950 3.79857 4.36039
H: -0.52214 2.15514 4.89485
H: 0.81022 5.09161 7.31686
H: 0.15156 5.49941 5.77056

Computed properties:
Energy: -2717.77306 a.u.
Highest occupied orbital energy: -10.928 eV
Largest force on an atom: 3.469 eV Å⁻¹
Charge: +1
Gap between HOMO and LUMO: 7.1325 eV
LUMO: -3.80 eV

---

# 5
Computed, not measured: a structure of composition C13H28AgBrGeN4, with ωB97M-V with the def2-TZVPD basis set.

CARTESIAN COORDINATES (ANGSTROEM)
Ag: 0.17477 -0.39831 -0.02162
N: 1.16677 -0.30931 2.39018
C: 2.23197 0.65439 2.13758
C: 3.34267 -0.01021 1.31488
N: 2.79627 -0.61911 0.11988
C: 3.50217 -0.44481 -1.13692
C: 2.56567 0.19059 -2.16752
N: 1.45137 -0.72011 -2.38582
H: 0.40737 0.12829 2.90188
H: 1.52487 -1.06921 2.96358
H: 2.66847 1.06109 3.06308
H: 1.80427 1.48089 1.56348
H: 3.86387 -0.74191 1.95298
H: 4.06597 0.76329 1.04718
H: 2.60327 -1.59701 0.28448
H: 3.83687 -1.41411 -1.53252
H: 4.38617 0.18819 -1.00812
H: 3.13217 0.41089 -3.08552
H: 2.15697 1.12079 -1.76482
H: 1.79987 -1.57551 -2.80572
H: 0.77237 -0.31291 -3.01692
Br: -1.33633 -5.38731 2.81188
C: -1.32413 -4.41081 1.17528
C: -2.20503 -4.72631 0.15448
C: -2.08973 -3.99481 -1.02432
C: -1.13323 -3.00711 -1.11522
N: -0.28143 -2.70881 -0.12722
C: -0.38423 -3.41181 1.00068
H: -2.93643 -5.50971 0.26288
H: -2.73043 -4.21201 -1.86322
H: -1.01313 -2.42911 -2.02032
H: 0.32747 -3.19121 1.78308
C: -2.70263 3.99639 -1.47902
Ge: -2.04883 2.65019 -0.13652
C: -3.67043 2.17579 0.93478
C: -0.79723 3.63709 1.07358
C: -1.19333 1.10159 -1.01622
H: -3.18093 4.83239 -0.97732
H: -3.42883 3.54059 -2.14672
H: -1.88983 4.38409 -2.08692
H: -4.25193 3.06599 1.15828
H: -3.40773 1.69919 1.87358
H: -4.30583 1.49489 0.37708
H: -1.23123 4.58109 1.39098
H: 0.14307 3.85589 0.57428
H: -0.57623 3.05089 1.96228
H: -0.59623 1.55779 -1.81952
H: -2.00923 0.57929 -1.53442

Computed properties:
Energy: -5528.99780 a.u.
ΔE to the lowest compared entry with this formula, charge and spin: 0.355 eV
Highest occupied orbital energy: -6.526 eV
Largest force on an atom: 1.184 eV Å⁻¹
Charge: 0
Gap between HOMO and LUMO: 6.8922 eV
LUMO: 0.37 eV

---

# 6
Computed, not measured: a structure of composition C13H28AlINO2, with ωB97M-V with the def2-TZVPD basis set.

CARTESIAN COORDINATES (ANGSTROEM)
C: 5.18324 -1.83346 1.06560
C: 4.23209 -0.54603 0.72489
C: 2.71343 -1.03919 0.89433
I: 2.33312 -1.04436 3.08107
Al: 1.30149 0.14586 -0.00037
C: 1.81804 2.11870 -0.19039
C: 0.56097 3.11203 -0.47453
C: -0.63417 2.83800 0.58698
C: -1.05023 4.25734 1.23899
O: -1.49951 5.20710 0.23631
C: 0.66947 -0.50934 -1.84502
C: -0.94492 -0.27264 -1.90183
C: -1.75214 -1.58758 -2.39166
C: -3.19231 -1.71649 -1.63260
N: -3.21320 -2.99441 -0.80415
C: -2.69646 -2.73134 0.56247
C: -3.64200 -3.22789 1.78209
O: -1.59712 -2.16806 0.77277
H: 4.53711 -2.69776 1.47418
H: 5.94009 -1.60658 1.89571
H: 5.69551 -2.25622 0.13100
H: 4.47415 -0.09989 -0.29629
H: 4.54837 0.24811 1.50032
H: 2.65925 -2.10716 0.49967
H: 0.00228 0.09342 0.95500
H: 2.32129 2.51061 0.75884
H: 2.59616 2.20871 -1.04132
H: 0.90907 4.19797 -0.29637
H: 0.17336 3.03400 -1.55263
H: -1.50107 2.32278 0.05106
H: -0.20136 2.22064 1.44638
H: -0.11553 4.64139 1.80136
H: -1.83077 4.03882 2.05168
H: -1.96729 5.94140 0.68205
H: 1.12614 0.15591 -2.65638
H: 0.94950 -1.60664 -1.98503
H: -1.19834 0.62963 -2.57844
H: -1.35148 -0.00523 -0.85421
H: -1.16804 -2.54196 -2.15548
H: -1.99144 -1.55728 -3.52050
H: -3.40535 -0.78814 -0.98256
H: -4.01055 -1.81903 -2.44057
H: -4.22477 -3.18693 -0.68626
H: -4.00799 -4.28639 1.53167
H: -4.52962 -2.51493 1.82822
H: -3.01845 -3.17748 2.73395

Computed properties:
Energy: -1257.41615 a.u.
Highest occupied orbital energy: -4.439 eV
Largest force on an atom: 4.529 eV Å⁻¹
Charge: -1
Gap between HOMO and LUMO: 7.2061 eV
LUMO: 2.77 eV

---

# 7
Computed, not measured: a cluster of 3 separate species, C13H28F7O5P in total, with ωB97M-V with the def2-TZVPD basis set.

CARTESIAN COORDINATES (ANGSTROEM)
O: 1.03560 1.80207 -1.71813
C: 0.28481 2.99376 -1.91856
C: -0.65139 2.84610 -3.10320
P: -2.28755 1.97497 -2.72625
C: -3.98445 1.04588 -2.45161
F: -4.62669 0.91959 -3.60101
F: -3.67822 -0.20119 -2.04056
C: -4.95285 1.58916 -1.37915
F: -6.15861 1.09793 -1.65616
F: -4.64051 1.16862 -0.19158
C: -5.11501 3.13861 -1.34361
F: -4.32551 3.66559 -0.45324
F: -4.91243 3.67053 -2.50286
F: -6.33482 3.43583 -0.98621
H: 0.54464 1.24449 -1.10091
H: -0.21751 3.33638 -1.01566
H: 0.99968 3.76385 -2.17265
H: -0.15004 2.28968 -3.88436
H: -0.88415 3.81507 -3.53817
H: -1.67606 0.69621 -2.82597
H: -2.36135 2.54957 -1.42958
H: -2.90324 2.63097 -3.83820
C: 2.19331 -4.41940 -2.20413
O: 3.21638 -3.51573 -2.58168
C: 2.72726 -2.37217 -3.26822
C: 2.66111 -1.15965 -2.36649
O: 1.68350 -1.32442 -1.34606
C: 2.24994 -1.66069 -0.09115
H: 2.62985 -5.15010 -1.52486
H: 1.37254 -3.90976 -1.69360
H: 1.80428 -4.94513 -3.08293
H: 1.74570 -2.57487 -3.70736
H: 3.42548 -2.16384 -4.08514
H: 2.36172 -0.29125 -2.96078
H: 3.64256 -0.94816 -1.93305
H: 2.74892 -0.78775 0.34290
H: 2.96187 -2.48547 -0.17563
H: 1.44157 -1.96470 0.57200
C: 2.86576 -0.03475 3.99738
O: 1.61247 -0.29620 3.38896
C: 1.10660 -1.58534 3.70892
C: 0.02960 -1.50940 4.76887
O: 0.55206 -1.08561 6.01865
C: 0.28756 0.27708 6.30181
H: 3.08164 1.02503 3.87072
H: 2.85239 -0.26698 5.06468
H: 3.65597 -0.61519 3.50853
H: 1.91347 -2.25220 4.02671
H: 0.67007 -1.99765 2.79362
H: -0.38885 -2.51013 4.91648
H: -0.77999 -0.84975 4.44286
H: -0.77072 0.41784 6.54654
H: 0.55520 0.92370 5.46270
H: 0.88647 0.55900 7.16637

Computed properties:
Energy: -1928.55730 a.u.
ΔE to the lowest compared entry with this formula, charge and spin: 0.000 eV
Highest occupied orbital energy: -9.030 eV
Largest force on an atom: 2.448 eV Å⁻¹
Charge: 0
SMILES string: OCC[PH3]C(F)(F)C(F)(F)C(F)(F)F.COCCOC.COCCOC
Gap between HOMO and LUMO: 9.5218 eV
LUMO: 0.49 eV

---

# 8
Computed, not measured: a structure of composition C13H28MnN4O7, with ωB97M-V with the def2-TZVPD basis set.

CARTESIAN COORDINATES (ANGSTROEM)
Mn: -0.29735 0.25719 -1.09143
C: -1.05922 -0.06827 -3.53283
O: -0.58028 -1.03009 -2.74988
O: -1.56103 -0.25617 -4.65210
O: -0.96330 1.07291 -2.88717
C: -3.29044 0.42826 0.37637
O: -2.25754 0.05912 -0.13773
N: -3.82003 1.63117 0.10183
C: -4.88230 2.15433 0.91764
C: -3.16041 2.52792 -0.83020
H: -3.88064 -0.22011 1.03147
H: -5.76550 2.47897 0.36220
H: -4.59322 3.02481 1.51503
H: -5.24667 1.41612 1.63382
H: -2.65050 1.98496 -1.62733
H: -3.95159 3.10970 -1.31507
H: -2.53719 3.26759 -0.32286
C: 2.57207 0.03424 -2.13689
O: 1.86849 0.68381 -1.38020
N: 3.34236 -1.00403 -1.76540
C: 3.94924 -1.90143 -2.71922
C: 3.52921 -1.30906 -0.35828
H: 2.61730 0.12373 -3.23204
H: 3.98295 -1.43396 -3.70118
H: 3.36808 -2.82507 -2.79749
H: 4.95079 -2.19292 -2.40142
H: 4.45650 -0.89042 0.04782
H: 2.74558 -0.87694 0.25889
H: 3.58587 -2.39120 -0.24783
C: 0.02762 -2.16187 1.08150
O: 0.14016 -1.25557 0.26685
N: -0.34157 -3.38422 0.74870
C: -0.47375 -4.42213 1.75548
C: -0.72708 -3.70959 -0.62449
H: 0.14662 -1.97779 2.15638
H: 0.47895 -4.91656 1.93813
H: -1.28923 -5.10136 1.51578
H: -0.82026 -3.98979 2.69992
H: -1.77281 -4.01583 -0.60828
H: -0.63397 -2.83577 -1.27512
H: -0.09849 -4.49177 -1.04956
C: -0.00614 2.24406 1.46190
O: -0.03627 1.80769 0.31680
N: 1.09616 2.80284 2.00439
C: 1.05573 3.38989 3.33065
C: 2.38326 2.78141 1.32559
H: -0.81632 2.23997 2.20903
H: 1.66878 2.86689 4.06258
H: 0.02116 3.55540 3.63152
H: 1.41934 4.42182 3.25958
H: 2.92500 3.71995 1.43136
H: 2.96188 1.95349 1.73890
H: 2.22003 2.62369 0.26391

Computed properties:
Energy: -2408.91798 a.u.
Expectation value of S²: 8.754
2S+1: 6
ΔE to the lowest compared entry with this formula, charge and spin: 0.000 eV
Highest occupied orbital energy (alpha / beta): -5.430 / -6.166 eV
Largest force on an atom: 2.015 eV Å⁻¹
Charge: 0
Gap between HOMO and LUMO (alpha / beta): 5.4720 / 6.2063 eV
LUMO (alpha / beta): 0.04 / 0.04 eV